C40H98AlB3N6O20 | wB97M-V/def2-TZVPD

Last column: Mulliken charge in e.
Geometry (Å):
Al1 28.086 -0.999 -1.139  0.547
O1 35.797 -10.080 3.992  -0.395
O2 28.677 -13.178 1.922  -0.473
O3 27.204 -8.670 9.015  -0.442
O4 22.828 -13.157 0.190  -0.357
O5 25.717 -5.798 -5.626  -0.378
O6 25.136 -1.265 -1.882  -0.036
O7 26.523 -9.536 -1.548  -0.658
O8 23.374 -5.393 5.276  -0.334
O9 26.889 -7.277 1.027  -0.312
O10 30.192 -6.342 -2.522  -0.486
O11 31.159 -2.468 -5.366  -0.293
O12 25.659 -7.509 -0.988  -0.512
O13 27.849 -1.094 1.787  -0.059
O14 26.550 -5.354 -0.497  0.096
O15 24.107 -3.947 1.373  -0.598
O16 30.531 -6.752 3.548  -0.534
O17 24.876 -6.025 0.931  -0.635
O18 27.894 -9.307 0.972  -0.523
O19 26.553 -7.921 -11.313  -0.345
O20 26.541 -3.148 -0.021  -0.043
N1 32.453 -8.639 3.450  -0.285
N2 24.981 -6.573 6.934  -0.220
N3 29.633 -4.998 -4.935  0.196
N4 25.827 0.410 0.336  -0.007
N5 26.501 -8.088 -8.322  -0.370
N6 25.744 -12.981 2.429  -0.348
C1 26.518 -7.091 -12.481  -0.756
C2 25.533 -8.646 -9.278  -0.900
C3 24.908 -4.709 0.899  0.138
C4 23.167 -5.010 6.644  -0.540
C5 25.350 -7.855 -10.559  -0.362
C6 24.353 -12.785 1.977  -0.806
C7 23.653 -6.255 7.499  -0.708
C8 22.618 -13.288 -1.193  -0.735
C9 30.335 -3.051 -6.381  -0.370
C10 27.254 -8.415 0.480  0.607
C11 25.539 -7.885 7.281  -0.332
C12 31.067 -1.050 -5.307  -0.698
C13 29.040 -12.579 0.686  -0.471
C14 35.709 -11.487 3.823  -0.769
C15 28.003 -12.274 2.775  0.099
C16 26.273 0.858 1.652  -1.058
C17 29.757 -5.793 2.855  -0.244
C18 25.341 -5.763 -4.267  -0.275
C19 28.506 -8.810 8.502  -0.593
C20 24.228 -13.139 0.489  -0.149
C21 24.626 -1.582 -3.156  -0.982
C22 26.486 -8.542 -0.885  0.554
C23 26.369 -7.596 8.555  -0.475
C24 30.186 -4.577 -6.244  -0.823
C25 26.190 -6.822 -7.663  -0.545
C26 28.369 -2.139 2.639  -0.294
C27 24.699 -0.596 0.460  -0.105
C28 33.409 -9.626 3.986  -0.601
C29 26.651 -11.829 2.257  -0.251
C30 31.054 -9.077 3.768  -0.916
C31 29.225 -6.833 -3.430  -0.095
C32 26.133 -4.271 0.099  0.431
C33 34.768 -9.350 3.357  -0.377
C34 25.910 -7.077 -6.173  -0.604
C35 29.816 -6.610 -1.170  -0.513
C36 30.164 -8.052 3.095  -0.140
C37 23.060 -4.294 4.398  -0.676
C38 26.915 -0.281 2.482  -0.540
C39 29.545 -6.438 -4.882  -0.697
C40 24.173 -0.878 -0.929  -1.133
B1 25.962 -6.570 0.091  0.483
B2 29.778 -3.455 -0.144  2.043
B3 28.310 -2.840 -3.370  1.210
H1 23.880 -13.553 2.599  0.295
H2 25.136 -6.807 -10.319  0.329
H3 23.356 -1.609 -0.952  0.488
H4 25.944 -9.632 -9.497  0.361
H5 28.861 -7.845 8.122  0.267
H6 25.347 -1.707 -3.961  0.157
H7 29.111 -8.176 3.372  0.438
H8 24.820 -6.629 5.935  0.219
H9 22.606 -4.688 3.489  0.218
H10 26.094 -6.275 -3.663  0.094
H11 27.382 0.135 3.378  0.435
H12 29.247 -11.519 0.831  0.110
H13 35.091 -8.321 3.536  0.295
H14 23.804 -0.151 0.910  0.252
H15 24.868 -8.712 7.529  0.262
H16 30.624 -6.193 -0.572  0.234
H17 26.732 -11.560 1.198  0.054
H18 22.094 -4.932 6.830  0.412
H19 25.676 -7.441 9.382  0.185
H20 29.069 -7.916 -3.454  0.523
H21 27.663 -3.247 -4.222  -0.262
H22 22.866 -12.313 -1.633  0.269
H23 27.584 -2.934 -2.479  -0.670
H24 29.008 -2.828 2.100  -0.369
H25 23.203 -14.033 -1.741  0.297
H26 29.408 -4.903 -6.945  0.224
H27 28.659 -11.402 2.892  -0.338
H28 29.880 -12.995 0.119  0.352
H29 25.161 -4.759 -3.887  -0.174
H30 28.723 -6.754 -5.540  -0.063
H31 29.859 -7.698 -1.048  0.595
H32 31.668 -0.718 -4.466  0.185
H33 30.941 -9.466 4.787  0.526
H34 24.385 -6.289 -4.156  0.582
H35 35.425 -12.117 4.671  0.270
H36 26.711 -7.654 -5.698  0.250
H37 36.756 -11.755 3.660  0.283
H38 30.844 -10.044 3.293  0.234
H39 24.506 -8.282 -11.108  0.403
H40 29.062 -4.129 0.443  -0.703
H41 30.014 -0.758 -5.271  0.242
H42 24.993 -7.662 -6.036  0.396
H43 26.840 -5.964 -7.855  0.338
H44 35.120 -11.836 2.972  0.343
H45 30.397 -6.992 -5.277  0.600
H46 27.101 -6.794 8.444  0.377
H47 25.295 -6.333 -8.077  0.366
H48 31.513 -0.659 -6.227  0.340
H49 26.295 -8.229 6.574  0.249
H50 25.648 -7.337 -13.090  0.305
H51 28.312 -6.292 -3.154  -0.109
H52 24.536 -8.729 -8.840  0.389
H53 31.094 -5.146 -6.436  0.497
H54 26.154 -13.785 1.971  0.277
H55 26.720 -6.060 -12.190  0.298
H56 26.059 -0.860 2.844  0.351
H57 30.249 -8.088 2.008  0.074
H58 28.666 -1.748 -3.528  -0.302
H59 33.508 -9.606 5.076  0.246
H60 24.760 -12.405 -0.122  0.283
H61 27.019 1.632 1.442  0.367
H62 21.554 -13.451 -1.358  0.280
H63 30.060 -4.814 3.223  0.264
H64 29.776 -5.864 1.765  0.056
H65 28.848 -6.214 -0.859  -0.130
H66 34.737 -9.496 2.273  0.307
H67 28.727 -4.547 -4.912  0.062
H68 25.630 1.416 2.339  0.384
H69 30.866 -3.815 -0.204  -0.135
H70 28.448 -9.419 7.593  0.231
H71 25.080 -1.355 1.136  0.100
H72 29.345 -2.684 -6.086  0.212
H73 24.525 -14.178 0.328  0.276
H74 28.708 -5.929 3.146  0.286
H75 28.295 -12.809 -0.084  0.202
H76 27.236 -7.843 -8.983  0.347
H77 29.718 -2.465 0.458  -0.282
H78 23.609 0.006 -1.262  0.501
H79 33.088 -10.636 3.721  0.366
H80 22.894 -7.031 7.366  0.326
H81 27.369 -7.368 -13.107  0.258
H82 23.821 -0.903 -3.449  0.425
H83 25.327 1.156 -0.141  0.283
H84 23.941 -3.739 4.077  0.152
H85 26.220 -10.948 2.733  0.392
H86 29.292 -3.444 -3.185  0.129
H87 23.695 -4.105 6.942  0.387
H88 24.161 -2.570 -3.041  0.332
H89 22.288 -3.665 4.844  0.405
H90 27.862 -12.597 3.807  0.451
H91 29.246 -9.238 9.172  0.295
H92 27.492 -2.507 3.174  0.383
H93 29.457 -3.265 -1.249  -1.001
H94 30.633 -2.764 -7.389  0.466
H95 32.592 -7.840 4.061  0.227
H96 23.769 -5.994 8.550  0.347
H97 23.835 -11.901 2.346  0.328
H98 29.003 -1.749 3.444  0.417

Summary:
energy relative to the best compared isomer or geometry (same formula, charge and spin): 0.0 kcal per mole
LUMO level: -5.6 eV
E_tot: -101570.55669 eV